A cluster of 12 separate species, C72H112N20O20P4 in total at a distorted geometry, computed with ωB97M-V/def2-TZVPD.

Calculated values
- Molar mass: 1701.704 g/mol
- Gap between HOMO and LUMO: 6.800 eV
- LUMO energy: -0.0385 Eh
- E_tot: -6775.3518 hartree

```
! wB97M-V def2-TZVPD RIJCOSX def2/J DEFGRID3
* xyz 0 1
C -6.2009 7.0698 -6.3516
C -5.9775 6.0695 -7.2716
C -5.5350 4.7942 -6.8515
C -5.2681 4.6152 -5.4827
C -5.4425 5.7273 -4.6184
C -5.8756 6.9731 -4.9991
N -4.8095 3.3076 -5.0312
O -4.9827 2.3120 -5.7229
O -4.1792 3.2582 -3.9142
H -6.5332 8.0576 -6.6348
H -6.3010 6.2700 -8.2823
H -5.4981 4.0248 -7.6084
H -5.1302 5.7303 -3.5845
H -6.0772 7.7591 -4.2864
C -1.5188 -5.9867 1.5767
C -2.4354 -6.2972 2.5351
C -3.6362 -5.6852 2.6322
C -4.0520 -4.7788 1.6617
C -3.1031 -4.3987 0.6536
C -1.8529 -5.0393 0.6255
N -5.3691 -4.0613 1.8090
O -5.5653 -2.9303 1.4710
O -6.1501 -4.6273 2.4897
H -0.4704 -6.2446 1.6029
H -2.1093 -6.8035 3.4315
H -4.3499 -5.9830 3.3861
H -3.3453 -3.6102 -0.0436
H -1.1140 -4.8441 -0.1376
C 7.3677 4.3117 1.2984
C 7.5604 3.3747 0.2859
C 6.4989 2.8109 -0.3173
C 5.1784 2.9705 0.0973
C 4.9550 3.9160 1.1365
C 6.0415 4.5349 1.7708
N 4.0182 2.1625 -0.3989
O 2.8942 2.3687 0.0563
O 4.2897 1.2462 -1.1923
H 8.1257 4.8140 1.8811
H 8.5457 3.1812 -0.1119
H 6.8138 2.0566 -1.0232
H 3.9498 4.0983 1.4869
H 5.9362 5.2058 2.6106
C 4.3241 5.9784 -2.1400
C 3.0736 5.3621 -2.0420
C 2.7661 4.2206 -2.8617
C 3.7229 3.7027 -3.7304
C 4.9966 4.3107 -3.7938
C 5.3121 5.4488 -2.9960
N 3.4430 2.5129 -4.5569
O 4.3202 1.7213 -4.7800
O 2.2466 2.3585 -4.8408
H 4.6034 6.8053 -1.5038
H 2.3675 5.7866 -1.3436
H 1.7873 3.7737 -2.7690
H 5.7920 3.8482 -4.3592
H 6.2963 5.8524 -2.8092
C 4.1512 1.5866 3.5831
C 5.4293 1.1002 3.9447
C 5.9601 -0.0161 3.3008
C 5.2172 -0.7042 2.3715
C 3.8687 -0.3370 2.1923
C 3.3400 0.8091 2.7298
N 5.8650 -1.7301 1.5300
O 7.0945 -1.8733 1.6246
O 5.2006 -2.4139 0.7167
H 3.7600 2.5255 3.9462
H 6.1025 1.6631 4.5743
H 6.9716 -0.3246 3.5202
H 3.3068 -0.8368 1.4171
H 2.4191 1.2566 2.3864
C 1.1746 -2.2734 3.8042
C 1.6088 -3.1606 2.8544
C 2.7856 -3.8863 3.0741
C 3.4242 -3.8209 4.2789
C 2.9207 -2.9705 5.3308
C 1.8516 -2.0636 5.0068
N 4.6205 -4.6815 4.4620
O 5.2961 -4.4727 5.4797
O 5.0481 -5.4542 3.5792
H 0.2341 -1.7437 3.7673
H 1.1083 -3.3165 1.9102
H 3.1370 -4.6291 2.3734
H 3.3018 -3.0294 6.3396
H 1.4792 -1.3453 5.7222
C -0.1477 0.9096 -3.3616
C -1.5009 0.5990 -3.0667
C -1.8740 -0.0954 -1.8783
C -0.8128 -0.4792 -1.0082
C 0.5358 -0.1894 -1.3605
C 0.8736 0.4349 -2.5533
N -1.1661 -1.1305 0.2938
O -2.3174 -1.4192 0.5918
O -0.2426 -1.2462 1.1180
H 0.1508 1.5672 -4.1646
H -2.3386 0.9259 -3.6648
H -2.9146 -0.2220 -1.6182
H 1.2814 -0.5396 -0.6620
H 1.9281 0.6283 -2.6837
C -4.1385 -1.0880 4.6350
C -3.3489 -1.8820 3.8183
C -2.4041 -2.7502 4.4129
C -2.1593 -2.7631 5.7720
C -2.8618 -1.8204 6.5942
C -3.7989 -0.9763 5.9983
N -1.1317 -3.6613 6.4155
O -0.9296 -3.5792 7.6078
O -0.5842 -4.5600 5.6513
H -4.8501 -0.4139 4.1815
H -3.4454 -1.7737 2.7480
H -1.8471 -3.3661 3.7225
H -2.6184 -1.8630 7.6456
H -4.3962 -0.4210 6.7063
O 2.0790 -5.6754 0.5177
P 2.9625 -5.6395 -0.6599
N 3.3919 -4.0318 -1.2496
C 4.3393 -3.9102 -2.3350
C 2.5018 -2.8602 -1.2045
N 2.3172 -6.3592 -2.1075
C 3.1453 -6.7582 -3.2193
C 0.8273 -6.5095 -2.3090
N 4.4143 -6.4833 -0.3672
C 5.6395 -5.8149 0.1849
C 4.3920 -7.9549 -0.1415
H 5.2315 -4.5151 -2.1731
H 4.6977 -2.8835 -2.4095
H 3.9672 -4.1017 -3.3414
H 2.9964 -1.9999 -0.7536
H 1.5948 -3.1472 -0.6725
H 2.2538 -2.6483 -2.2445
H 2.9824 -6.1680 -4.1211
H 4.1938 -6.5908 -2.9730
H 2.9922 -7.7885 -3.5405
H 0.4308 -5.6162 -2.7915
H 0.6531 -7.4258 -2.8731
H 0.2605 -6.6602 -1.3903
H 6.1740 -6.4779 0.8653
H 6.4192 -5.4136 -0.4625
H 5.2893 -4.9822 0.7949
H 3.6185 -8.2623 0.5622
H 5.2318 -8.3182 0.4508
H 4.1270 -8.4785 -1.0601
O 1.5759 1.7162 5.0634
P 0.3588 2.5446 5.2491
N -0.1420 2.5424 6.8804
C -0.5586 1.2841 7.4611
C 0.2238 3.5710 7.8495
N -1.0133 2.0908 4.3742
C -0.9301 1.1926 3.2145
C -2.4158 2.5459 4.6148
N 0.4972 4.1741 4.7330
C -0.4720 5.2849 5.1221
C 1.1275 4.4718 3.4979
H -0.2671 1.3307 8.5103
H -0.0231 0.4506 7.0065
H -1.6337 1.1253 7.3775
H 1.1289 3.2586 8.3703
H -0.5715 3.7095 8.5819
H 0.4466 4.4941 7.3143
H -1.5998 0.3410 3.3343
H -1.3021 1.8008 2.3900
H 0.0962 0.8377 3.1199
H -3.1259 1.7690 4.8981
H -2.4646 3.3914 5.3009
H -2.7785 3.0280 3.7070
H -1.1045 5.5500 4.2749
H -1.2202 4.9147 5.8230
H 0.0725 6.1182 5.5661
H 1.7880 5.3160 3.6959
H 0.4725 4.7662 2.6779
H 1.7516 3.6766 3.0904
O -3.2122 -3.4310 -3.3603
P -2.8947 -3.2176 -4.7700
N -3.6675 -4.3598 -5.7958
C -3.2655 -4.6199 -7.1790
C -5.0541 -4.8275 -5.6283
N -1.1572 -3.3874 -5.0787
C -0.2370 -2.4755 -4.4018
C -0.4881 -4.6663 -5.2573
N -3.3132 -1.6836 -5.3880
C -2.9025 -1.3510 -6.7886
C -4.4143 -0.9635 -4.8974
H -3.2552 -5.6893 -7.3894
H -2.2526 -4.2603 -7.3603
H -3.8473 -4.0587 -7.9103
H -5.1997 -5.9065 -5.6788
H -5.7358 -4.3430 -6.3272
H -5.2797 -4.5820 -4.5905
H 0.7548 -2.4068 -4.8488
H -0.5597 -1.4400 -4.5095
H -0.3281 -2.6515 -3.3300
H -0.6173 -4.9551 -6.3004
H 0.5581 -4.7024 -4.9534
H -1.1251 -5.4242 -4.8013
H -1.8246 -1.2633 -6.9251
H -3.4517 -1.9131 -7.5439
H -3.2211 -0.3434 -7.0555
H -4.6449 -1.3071 -3.8890
H -5.2364 -1.0713 -5.6049
H -4.1398 0.0913 -4.8846
O -3.8215 5.9385 -1.4043
P -3.1067 4.9559 -0.6383
N -2.8088 5.4633 0.9848
C -1.9324 6.6803 1.2559
C -3.9728 5.4704 1.8577
N -1.4679 4.7040 -1.1781
C -1.1987 4.8930 -2.6251
C -0.3876 4.0332 -0.4267
N -3.9495 3.3721 -0.6185
C -3.5706 2.4140 0.4053
C -5.3995 3.2143 -1.0001
H -2.5148 7.5901 1.1103
H -1.0689 6.7175 0.5917
H -1.5067 6.7547 2.2566
H -3.6770 5.4844 2.9067
H -4.5485 4.5611 1.6850
H -4.5264 6.4036 1.7535
H -1.8380 4.2452 -3.2249
H -1.3697 5.9411 -2.8707
H -0.1258 4.7088 -2.6807
H 0.4731 4.7019 -0.4268
H -0.7195 3.7696 0.5775
H -0.0931 3.0677 -0.8381
H -3.6482 1.3523 0.1711
H -2.6093 2.7287 0.8116
H -4.2092 2.5392 1.2796
H -5.9979 3.9910 -0.5240
H -5.8110 2.3033 -0.5655
H -5.5836 3.2932 -2.0716
*
```